{
  "formula": "C48H35N3O2SSiTeTl",
  "method": "the ωB97M-V functional and the def2-TZVPD basis",
  "charge": -1,
  "molar_mass_g_mol": 1077.96,
  "gap_ev": 6.32,
  "e_lumo_ev": 1.992,
  "total_energy_ev": -89613.53956,
  "homo_energy_ev": -4.323,
  "elements": ["Tl", "Te", "S", "Si", "O", "O", "N", "N", "N", "C", "C", "C", "C", "C", "C", "C", "C", "C", "C", "C", "C", "C", "C", "C", "C", "C", "C", "C", "C", "C", "C", "C", "C", "C", "C", "C", "C", "C", "C", "C", "C", "C", "C", "C", "C", "C", "C", "C", "C", "C", "C", "C", "C", "C", "C", "C", "C", "H", "H", "H", "H", "H", "H", "H", "H", "H", "H", "H", "H", "H", "H", "H", "H", "H", "H", "H", "H", "H", "H", "H", "H", "H", "H", "H", "H", "H", "H", "H", "H", "H", "H", "H"],
  "coordinates": [[0.28422, -2.52848, -0.68240], [2.19619, -0.70865, -2.45535], [-0.08628, -1.97162, -4.59412], [-1.56372, 2.35746, 0.92598], [7.03952, -5.33900, 1.24510], [7.03810, -3.51731, 2.60819], [0.92283, -1.79678, 1.85326], [1.67696, -4.42953, -2.01269], [2.61760, -3.30501, 0.29755], [-2.70996, 3.23683, 3.33855], [0.00372, -1.23018, 2.62620], [2.38127, 0.94106, 1.19063], [6.59034, -4.29207, 1.74510], [-3.25860, 3.16928, 4.61201], [-1.48147, 1.98299, -3.13752], [1.11381, -0.78290, -4.25271], [0.43053, -0.31020, -6.44378], [-0.89397, 6.43443, 0.17899], [4.74264, -4.34107, -0.03790], [5.19172, -3.89273, 1.19093], [-2.96170, 0.87928, 3.09485], [2.00781, -5.27027, -4.21971], [1.21114, -1.73280, 4.60217], [-3.23915, 6.01474, -0.11765], [-2.16043, 6.89183, -0.15218], [-5.16076, -0.91416, -1.95318], [-3.65962, 1.94892, 5.13449], [0.68606, 2.60011, 2.60124], [1.09886, 1.18167, 0.71238], [3.01551, -2.95177, 1.52558], [-3.33032, 0.56412, -2.52924], [2.99809, -4.39780, -1.82238], [-3.05383, 0.78611, -1.15363], [3.37899, -5.19138, -4.04534], [0.09966, -1.15791, 4.00243], [-2.54438, 1.21138, -3.50697], [-0.37031, -1.37820, -6.18450], [4.31794, -3.15370, 1.96733], [-0.70600, 5.10546, 0.54284], [2.16726, -2.33537, 3.80678], [-1.20187, 2.19280, -1.77608], [-3.89606, 0.15248, -0.20540], [2.00116, -2.33533, 2.42079], [-3.50793, 0.80254, 4.36904], [-1.97857, 1.64623, -0.77860], [-3.04290, 4.68965, 0.23726], [1.96312, 2.35618, 3.07751], [-4.91808, -0.66727, -0.58469], [3.88262, -4.75683, -2.83317], [1.19954, -4.86781, -3.17014], [-4.38754, -0.30647, -2.89765], [0.21753, 2.01350, 1.41618], [-1.77378, 4.20928, 0.57398], [-2.54636, 2.09573, 2.54179], [2.81519, 1.51401, 2.37386], [1.26965, 0.02928, -5.34367], [3.47740, -3.97611, -0.47910], [-0.34871, 2.81212, -1.51628], [-5.95507, -1.59066, -2.24457], [-0.04992, 7.11347, 0.15131], [4.68146, -2.75047, 2.90325], [-2.85397, -0.04623, 2.54434], [-4.55617, -0.49186, -3.95285], [0.81179, 0.69697, -0.21732], [0.28894, 4.75666, 0.80205], [3.81011, 1.30433, 2.74776], [1.32406, -1.71210, 5.67888], [4.94853, -4.67134, -2.67680], [3.03991, 0.28759, 0.62753], [-1.10438, -1.84834, -6.82189], [-3.71289, 0.33449, 0.83857], [2.29338, 2.82082, 3.99936], [0.11909, -4.87798, -3.26411], [-5.55154, -1.12950, 0.16288], [3.03188, -2.81145, 4.24701], [0.42496, 0.22051, -7.38740], [-2.78382, 1.06641, -4.55366], [1.56998, -5.60802, -5.14873], [-3.36942, 4.07411, 5.19741], [-3.80698, -0.16041, 4.76705], [5.38853, -4.99113, -0.61218], [1.97109, 0.85351, -5.34891], [-4.08313, 1.88900, 6.12959], [-2.30856, 7.92465, -0.44155], [-3.89281, 4.01154, 0.25079], [4.05246, -5.45646, -4.85059], [-0.85473, 2.44925, -3.88725], [-0.67612, -0.66872, 4.57777], [-2.41001, 4.20422, 2.95294], [0.03358, 3.25584, 3.16961], [-0.84363, -0.79608, 2.10673], [-4.23124, 6.36664, -0.37399]],
  "forces_ev_per_a": [[-0.2, 0.1, -0.2], [0.0, -0.1, 0.1], [0.0, 0.1, 0.0], [0.3, 0.4, 0.0], [0.1, 0.1, 0.1], [0.0, -0.1, 0.0], [0.1, -0.1, 0.1], [0.1, -0.2, 0.1], [0.0, -0.1, 0.1], [-0.1, 0.0, -0.1], [0.0, 0.0, -0.1], [0.1, -0.1, -0.1], [-0.1, 0.1, -0.2], [0.0, 0.0, 0.1], [0.0, 0.0, -0.2], [-0.1, 0.0, -0.1], [0.0, 0.1, 0.0], [0.0, 0.1, 0.0], [0.0, 0.0, -0.1], [0.2, -0.2, 0.2], [0.1, 0.0, 0.1], [0.0, 0.0, 0.0], [0.0, 0.0, 0.0], [0.0, 0.0, 0.0], [0.0, -0.1, 0.0], [0.0, 0.0, 0.0], [0.0, 0.0, 0.0], [-0.1, 0.0, 0.0], [-0.2, 0.2, 0.1], [0.2, 0.1, -0.2], [0.0, 0.0, 0.1], [-0.1, 0.0, -0.1], [-0.1, 0.1, -0.1], [0.0, 0.0, 0.0], [0.0, 0.0, 0.0], [0.2, 0.0, 0.0], [-0.1, -0.1, 0.1], [-0.1, 0.1, 0.0], [0.0, -0.1, 0.0], [0.1, 0.0, 0.0], [0.1, -0.1, 0.2], [0.0, 0.0, -0.1], [-0.1, 0.1, 0.0], [0.0, 0.0, 0.0], [-0.1, -0.2, 0.3], [0.0, 0.0, 0.0], [0.0, 0.0, 0.0], [0.0, 0.0, 0.0], [0.1, 0.0, 0.0], [0.0, 0.0, 0.0], [0.0, 0.0, 0.0], [0.2, -0.1, -0.1], [0.1, 0.0, 0.0], [-0.1, -0.1, -0.1], [0.0, 0.0, 0.0], [0.0, 0.1, 0.0], [0.0, 0.0, 0.1], [-0.1, 0.1, 0.0], [0.0, 0.0, 0.0], [0.0, 0.0, 0.0], [0.0, -0.1, 0.0], [0.0, 0.0, 0.0], [0.0, 0.0, 0.0], [-0.1, 0.1, 0.1], [0.0, 0.0, 0.0], [0.0, 0.0, 0.0], [0.0, 0.0, 0.0], [0.0, 0.0, 0.0], [0.0, 0.0, 0.0], [0.1, 0.1, 0.0], [-0.1, 0.0, 0.1], [0.0, 0.0, 0.0], [0.0, 0.0, 0.0], [0.1, 0.0, 0.0], [0.0, 0.0, 0.0], [0.0, 0.0, 0.0], [0.0, -0.1, 0.0], [0.0, 0.0, 0.0], [0.0, 0.0, 0.0], [0.0, 0.0, 0.0], [0.0, 0.0, 0.0], [0.0, 0.0, 0.0], [0.0, 0.0, 0.0], [0.0, 0.0, 0.0], [0.0, 0.0, 0.0], [0.0, 0.0, 0.0], [0.0, 0.0, 0.0], [0.0, 0.0, 0.0], [0.0, 0.0, 0.0], [0.0, 0.0, 0.0], [0.0, 0.0, 0.0], [0.0, 0.0, 0.0]],
  "lowdin_charge": [0.4901, 0.6330, 0.8582, 0.7862, -0.0417, -0.0435, 0.0182, 0.0056, 0.0771, -0.1031, -0.1508, -0.0912, -0.6947, -0.0816, -0.0529, -1.0571, -0.2263, -0.0879, 0.0532, -0.0806, -0.1186, -0.0629, -0.0534, -0.0891, -0.0990, -0.0898, -0.0932, -0.1085, -0.1218, -0.2028, -0.1610, -0.2521, -0.1507, -0.0528, -0.0462, -0.0251, -0.4489, 0.0464, -0.0855, -0.0017, -0.0848, -0.0341, -0.2154, -0.0908, -0.1659, -0.0968, -0.0870, -0.0793, -0.0060, -0.1824, -0.0374, -0.2395, -0.2651, -0.2148, -0.0757, -0.2883, -0.2119, 0.1113, 0.0977, 0.0991, 0.1159, 0.0823, 0.1104, 0.0079, 0.1002, 0.1062, 0.1070, 0.1144, 0.0932, 0.0499, 0.0634, 0.0990, 0.0977, 0.1005, 0.1124, 0.0902, 0.1138, 0.1025, 0.1013, 0.1034, 0.1171, 0.0865, 0.0989, 0.0958, 0.1110, 0.1075, 0.1097, 0.0977, 0.0953, 0.0960, 0.0882, 0.0983]
}